Formula: C12H34O5
Source: OMol25
Level of theory: wB97M-V/def2-TZVPD

Results
**LUMO**: 0.5865 eV
**DFT total energy**: -853.7952 Eh
**Highest occupied orbital energy**: -9.680 eV
**Molar mass**: 258.399 g mol⁻¹
**Gap between HOMO and LUMO**: 10.27 eV
**SMILES**: CC(C)O.CC(C)O.CC(C)O.CC(C)O.O
**Energy above the lowest of the compared OMol25 structures with the same formula, charge and spin**: 51.9 kJ/mol

Geometry as XYZ:
```
51
Properties=species:S:1:pos:R:3:mulliken_charge:R:1
C -1.38 -1.03 2.97 -1.33
C -0.34 -2.12 2.82 0.67
C 0.07 -2.69 4.18 -1.46
O -0.91 -3.20 2.03 -0.54
H -1.88 -0.80 2.04 0.32
H -0.96 -0.14 3.43 0.33
H -2.15 -1.41 3.66 0.44
H 0.53 -1.80 2.26 0.20
H -0.80 -3.08 4.70 0.36
H 0.61 -1.96 4.78 0.37
H 0.75 -3.53 3.99 0.35
H -1.74 -3.44 2.45 0.33
C 2.97 3.43 1.49 -1.50
C 1.96 2.44 0.99 1.10
C 1.86 2.41 -0.53 -1.11
O 2.34 1.15 1.48 -0.59
H 2.87 3.60 2.56 0.37
H 2.86 4.37 0.94 0.36
H 3.98 3.07 1.26 0.36
H 0.97 2.73 1.38 -0.05
H 2.85 2.37 -0.99 0.37
H 1.39 3.33 -0.90 0.26
H 1.21 1.59 -0.83 0.18
H 1.62 0.54 1.31 0.16
C 1.22 -4.52 -3.27 -1.40
C 0.87 -3.10 -2.86 0.49
C -0.35 -2.53 -3.56 -1.16
O 0.68 -3.02 -1.42 -0.51
H 2.00 -4.91 -2.63 0.34
H 1.60 -4.52 -4.29 0.39
H 0.32 -5.14 -3.24 0.37
H 1.69 -2.40 -3.03 0.27
H -0.18 -2.37 -4.62 0.39
H -0.62 -1.57 -3.12 0.19
H -1.22 -3.19 -3.45 0.31
H 0.12 -3.76 -1.15 0.26
C -1.94 2.31 0.20 -0.99
C -1.81 3.50 -0.71 0.85
C -2.24 3.15 -2.14 -1.36
O -2.61 4.56 -0.18 -0.58
H -2.95 1.89 0.09 0.45
H -1.74 2.48 1.26 0.35
H -1.24 1.55 -0.14 0.03
H -0.76 3.80 -0.77 -0.04
H -1.92 3.92 -2.84 0.40
H -3.33 3.06 -2.18 0.35
H -1.82 2.19 -2.44 0.24
H -2.46 5.36 -0.68 0.34
O 0.18 -0.54 0.08 -0.39
H 0.60 -1.21 -0.47 0.30
H -0.75 -0.79 0.09 0.18
```